Computed, not measured: a 2-piece molecular cluster, C15H17N3O3S overall at a distorted geometry, with ωB97M-V with the def2-TZVPD basis set.

```
39
Properties=species:S:1:pos:R:3:mulliken_charge:R:1
S -0.52987 -1.91939 2.12714 -0.26
O -1.87766 0.84109 1.61362 -0.23
O 0.28782 2.06225 1.98096 -0.64
O -1.11520 -3.70159 0.03164 -0.33
N 1.75274 0.80326 -3.00280 -0.43
N 0.67049 -1.30856 -2.04043 -0.51
N 0.67400 -0.52525 0.15852 -0.16
C -0.04329 -0.20266 2.72805 0.51
C -0.29777 -2.72770 -0.41304 0.37
C 1.54895 0.88718 -1.44463 0.14
C -0.42074 1.00542 2.03659 0.29
C 0.87267 -0.37490 -1.01139 0.35
C -1.88034 1.68523 -0.60054 -1.21
C 2.65431 2.76003 -1.18669 -0.57
C -1.18516 -4.83164 -0.86816 -0.96
C 2.54600 2.04956 -3.27611 -0.24
C 1.92544 1.77396 -0.69284 0.32
C -0.44738 -0.02937 4.16796 -1.52
C -0.13419 -2.57755 -1.77313 -0.90
C -0.20342 -1.59748 0.45029 0.69
C -2.42005 1.64992 0.89032 -0.21
C 2.93627 2.97023 -2.37557 -0.22
H -2.29652 0.80058 -1.17297 0.21
H -0.05353 0.90760 4.47586 0.47
H 3.01266 3.67559 -0.31443 0.11
H -0.28905 -3.22675 -2.49569 0.64
H -2.24983 2.42166 -1.10581 0.73
H 3.42178 3.91761 -2.81013 0.29
H -2.26155 -4.50717 -1.80357 0.27
H -1.51182 -0.08471 4.36859 0.34
H -1.69317 -5.60081 -0.18882 0.28
H 0.07355 -0.98466 4.68939 0.32
H -3.50051 1.39746 0.91939 0.30
H 2.58660 1.90398 -4.48733 0.28
H -0.42828 -5.32133 -1.32469 0.44
H 1.83962 1.48901 0.40102 0.20
H 1.00764 -0.10512 2.82924 0.42
H -0.83725 1.92888 -0.78771 0.15
H -2.13397 2.69618 1.30791 0.26
```

Computed properties:
Charge: 0
HOMO level in eV: -8.45
Orbital gap in eV: 8.02
Multiplicity: 1

=====

Computed, not measured: a 2-piece molecular cluster, C27H22ClN2O overall at a distorted geometry, with ωB97M-V with the def2-TZVPD basis set.

```
53
Properties=species:S:1:pos:R:3:mulliken_charge:R:1
Cl 4.32070 1.38963 2.00822 -0.16
O -0.54268 1.68856 2.56991 -0.73
N -0.80728 1.00237 6.37302 0.54
N 1.08332 -0.77978 2.88727 0.44
C 1.92263 0.23996 2.48120 -0.44
C -4.61781 1.25719 2.26498 -0.71
C 0.30343 0.54486 5.75008 0.33
C 3.76273 -1.28092 2.15672 -0.34
C -3.00622 3.67192 7.48654 -0.44
C -2.11041 -1.39863 8.91365 -0.80
C 1.55346 -2.07778 2.80930 -0.09
C 1.44375 1.45026 5.48283 -1.81
C -1.64792 0.25483 7.25429 0.82
C -0.90472 3.41254 5.57754 -0.14
C 3.27294 0.03218 2.26061 -0.12
C -3.28185 1.42212 2.63749 -0.29
C -1.38457 -1.00456 7.77477 -0.57
C -0.95903 0.56596 2.89787 1.21
C -0.16572 -0.47106 3.45199 -1.45
C -2.98926 -0.96792 2.61259 -0.38
C -2.59021 1.13734 7.85201 0.25
C -2.39308 2.43531 7.25516 0.27
C -3.29147 0.72950 8.98315 -0.60
C 2.85751 -2.32329 2.40836 -0.56
C -1.54220 4.65385 5.81400 -0.96
C -3.04069 -0.54260 9.51634 -0.57
C -2.44343 0.31391 2.77576 0.38
C -4.31212 -1.13829 2.22031 -0.76
C -1.31435 2.33075 6.34572 0.39
C -2.57078 4.78953 6.76029 -0.65
C -5.13574 -0.01526 2.03971 -0.36
H -4.70489 -2.14133 2.04035 0.39
H -3.57205 -0.85549 10.41244 0.40
H -3.98234 1.43459 9.43745 0.40
H 0.82775 -2.84120 3.04543 0.43
H -5.23440 2.14258 2.11433 0.39
H -1.92917 -2.37904 9.35120 0.40
H 1.54191 2.27743 6.20061 0.49
H -0.13749 3.27219 4.82362 0.27
H 3.15142 -3.35281 2.24670 0.40
H -1.23625 5.53214 5.24478 0.42
H 1.50111 1.24381 2.43267 0.80
H -2.34685 -1.83596 2.74911 0.33
H 0.52941 -0.51442 5.93047 0.46
H 1.40808 1.90508 4.48961 0.32
H -3.80830 3.73833 8.21449 0.42
H -0.65879 -1.30122 3.92648 0.67
H 4.81159 -1.44958 1.89744 0.45
H -0.60330 -1.63116 7.32459 0.31
H -6.17160 -0.14218 1.72127 0.39
H 2.38597 0.89493 5.48700 0.37
H -2.86570 2.41742 2.79203 0.43
H -3.05611 5.76659 6.92155 0.37
```

Computed properties:
Charge: +1
HOMO level in eV: -10.73
Orbital gap in eV: 6.50
Multiplicity: 1

=====

Computed, not measured: a 2-piece molecular cluster, CH6N2 overall at a distorted geometry, with ωB97M-V with the def2-TZVPD basis set.

```
9
Properties=species:S:1:pos:R:3:mulliken_charge:R:1
N 1.23460 -0.18902 -0.24551 -0.30
N 0.21981 -0.40221 0.58331 -0.38
C -0.99132 -0.15662 -0.25991 -0.78
H -1.85343 -0.39814 0.45691 0.28
H 1.05688 0.60850 -0.99278 0.24
H -1.09796 -1.06589 -0.81932 0.34
H -0.96099 0.64250 -0.88643 0.34
H 2.20533 -0.17217 0.23138 0.26
H 0.18709 1.13306 1.93235 0.00
```

Computed properties:
Charge: 0
HOMO level (spin up / spin down) in eV: -7.20 / -10.37
Orbital gap (spin up / spin down) in eV: 8.40 / 10.22
<S²>: 2.005
Multiplicity: 3

=====

Computed, not measured: C36H28N9OsPS2 as an isolated structure, with ωB97M-V with the def2-TZVPD basis set.

```
77
Properties=species:S:1:pos:R:3:mulliken_charge:R:1
Os 1.37885 -0.75540 -0.32620 2.00
S 3.03428 -0.16926 -1.89368 -0.43
S 2.81578 -0.28658 1.19691 0.00
P -0.16841 -1.26445 1.38047 0.45
N 0.33148 0.89874 -1.09448 -0.21
N 8.86119 0.07162 2.11899 -0.38
N 1.81033 -2.76688 -0.14761 -0.07
N -0.95656 1.85874 -2.56136 0.17
N 0.42572 -2.83037 1.73221 0.21
N -3.54445 5.15718 -3.49892 -0.47
N -2.80277 3.14638 -3.31084 0.69
N 9.16676 0.40253 -1.87714 -0.37
N -2.64907 4.36866 -3.92038 -0.59
C 7.92545 0.05784 1.45375 -0.43
C 0.56262 2.26016 -1.03681 -0.71
C -4.34240 4.48450 -2.58602 0.03
C 4.36535 -0.20015 0.44579 0.50
C 2.51563 -5.42384 0.25011 -0.30
C -0.57428 0.68336 -2.04161 1.17
C 0.21490 1.10358 2.75345 0.03
C -0.14286 -0.04287 5.26047 -0.83
C 6.74387 0.01750 0.64265 0.37
C -2.36650 -2.65867 0.44285 -0.40
C 2.62574 -3.42571 -1.02641 -0.12
C -4.46381 2.25241 -1.60233 -0.58
C -6.04763 4.01669 -1.01990 -0.62
C 1.68330 -4.79208 1.13727 -1.10
C 6.84746 0.11320 -0.77803 0.64
C -4.20852 -0.79217 1.36188 -0.73
C -3.87250 3.18296 -2.45845 1.25
C -4.63832 -1.92177 0.67993 -0.59
C -0.01349 -0.26613 2.86735 0.17
C -2.85645 -0.59148 1.59782 -0.71
C 5.72609 0.05159 -1.56302 -0.87
C 8.13600 0.27407 -1.38870 -0.41
C -0.24541 2.86164 -1.94223 -0.60
C -5.45082 4.92688 -1.86171 -0.72
C 2.98463 -4.73047 -0.87221 -0.99
C 5.51725 -0.12089 1.24400 -0.93
C 0.26300 1.89711 3.89040 -0.80
C -1.92364 2.09172 -3.65110 -1.17
C -5.55886 2.69979 -0.89456 -0.52
C 4.45837 -0.12740 -0.96383 0.73
C -3.71868 -2.85589 0.21804 -0.88
C 1.31538 -3.46208 0.90623 0.71
C -0.20780 -0.83413 4.12681 -0.55
C -1.04361 -0.67645 -2.42636 -1.10
C 0.09223 1.32228 5.14102 -0.57
C -1.93107 -1.53074 1.14374 0.67
H 2.98081 -2.84248 -1.86116 0.50
H 5.44901 -0.17963 2.32269 0.57
H 5.80624 0.13198 -2.63867 0.58
H -0.41089 -1.89303 4.23626 0.32
H -6.91313 4.30969 -0.44201 0.39
H -0.28249 -0.48664 6.23685 0.44
H -4.05677 -3.73872 -0.30767 0.46
H 0.13803 1.93863 6.02892 0.42
H -2.45789 1.16058 -3.83510 0.64
H -0.01497 -3.41295 2.43008 0.35
H -2.13117 -0.74018 -2.47010 0.38
H 1.29803 -5.30326 2.00886 0.48
H 3.62830 -5.19977 -1.60091 0.47
H -6.06799 2.01966 -0.22408 0.41
H -4.92847 -0.07194 1.72663 0.50
H 0.43674 2.96101 3.80098 0.47
H -2.53180 0.28329 2.14698 0.42
H -5.81677 5.93840 -1.96893 0.45
H -0.64062 -0.99811 -3.38786 0.35
H -5.69543 -2.08180 0.51456 0.44
H 1.26003 2.69684 -0.34382 0.63
H -1.38234 2.38992 -4.54697 0.23
H 2.80491 -6.45278 0.41862 0.46
H -0.39434 3.89870 -2.19278 0.56
H 0.34298 1.55654 1.77703 0.31
H -1.65484 -3.39378 0.08198 0.35
H -0.73588 -1.40139 -1.65813 -0.08
H -4.10302 1.23594 -1.50046 0.45
```

Computed properties:
Charge: +2
HOMO level (spin up / spin down) in eV: -13.37 / -13.37
Orbital gap (spin up / spin down) in eV: 5.41 / 4.83
Multiplicity: 1

=====

Computed, not measured: a 2-piece molecular cluster, CH4O3 overall at a distorted geometry, with ωB97M-V with the def2-TZVPD basis set.

```
8
Properties=species:S:1:pos:R:3:mulliken_charge:R:1
O 0.13150 1.30462 0.12131 -0.32
O 1.21779 -0.62867 -0.38395 -0.20
O -0.97793 -0.39737 -0.88684 -0.27
C 0.07528 0.00792 -0.18748 -0.10
H -1.74290 0.16355 -0.69109 0.32
H -0.57280 -0.46051 2.09519 -0.11
H 0.79078 1.45888 0.81248 0.40
H 1.07828 -1.44842 -0.87962 0.28
```

Computed properties:
Charge: 0
HOMO level (spin up / spin down) in eV: -7.75 / -6.72
Orbital gap (spin up / spin down) in eV: 8.05 / 6.94
Multiplicity: 1

=====

no.,E (eV)
1,-37266.68703
2,-45898.54722
3,-4108.54743
4,-84611.02697
5,-7240.29617